# 1
The following is a quantum chemistry calculation of C5H7NO as an isolated structure, from the OMol25 dataset.

Each line ends with the natural charge from an NBO analysis.
CARTESIAN COORDINATES (ANGSTROEM)
O 1.610 0.253 -0.588  -0.465
C 1.638 1.310 -1.355  0.091
C 0.321 -0.039 -0.040  0.190
C -0.886 -0.602 -0.766  -0.255
N -1.354 -0.469 0.679  -0.333
C -0.656 0.890 0.660  -0.254
C 0.005 -1.048 1.060  -0.249
H 2.707 1.301 -1.670  0.073
H -1.386 0.070 -1.466  0.204
H -0.844 -1.634 -1.127  0.196
H -1.142 1.637 0.032  0.209
H -0.402 1.269 1.655  0.198
H 0.293 -0.825 2.092  0.197
H 0.097 -2.115 0.833  0.196

Values from the calculation:
HOMO level (eV): -8.85
Total energy (eV): -8830.1480
HOMO-LUMO gap (eV): 9.5
Charge: 0

# 2
The following is a quantum chemistry calculation of C46H38BrCuGeN6OS as an isolated structure, from the OMol25 dataset.

Each line ends with the Mulliken spin population.
CARTESIAN COORDINATES (ANGSTROEM)
Cu -0.713 0.221 -1.157  0.720
Br 5.317 -4.138 -1.765  0.000
C 4.121 -4.544 -0.287  0.000
C 4.053 -3.682 0.824  0.000
C 3.181 -3.900 1.845  0.000
C 2.181 -4.893 1.673  0.000
C 2.337 -5.740 0.581  0.000
C 3.196 -5.541 -0.411  0.000
N 1.351 -5.291 2.768  0.000
N 0.548 -4.555 3.310  0.000
C 0.326 -3.290 2.749  0.002
C 0.494 -2.197 3.584  0.001
C 0.154 -0.924 3.133  0.004
C -0.414 -0.769 1.885  -0.022
O -0.543 0.501 1.408  0.017
C -0.639 -1.866 1.046  0.017
N -1.367 -1.640 -0.119  0.027
C -1.815 -2.681 -0.745  -0.002
C -1.643 -4.035 -0.295  0.001
C -0.888 -4.335 0.814  0.000
C -0.251 -3.241 1.503  -0.001
H 4.594 -2.810 0.721  0.000
H 3.190 -3.406 2.788  0.000
H 1.800 -6.665 0.488  0.000
H 3.066 -6.220 -1.288  0.000
H 0.966 -2.347 4.501  0.000
H 0.440 0.086 3.624  0.000
H -2.334 -2.551 -1.700  0.000
H -2.063 -4.926 -0.809  0.000
H -0.995 -5.341 1.240  0.000
C -2.831 -1.045 -4.762  0.023
C -1.844 -1.830 -5.372  -0.018
C -0.587 -1.777 -4.758  0.014
C -0.270 -1.016 -3.649  -0.151
C -1.313 -0.317 -2.979  0.425
C -2.559 -0.351 -3.603  -0.168
C 1.070 -0.784 -3.032  0.015
C 2.263 -0.951 -3.856  -0.001
C 3.484 -0.850 -3.267  0.002
C 3.625 -0.581 -1.848  0.003
C 4.797 -0.350 -1.190  0.002
C 4.867 0.017 0.145  -0.001
C 3.648 0.377 0.816  0.002
C 2.452 0.230 0.170  0.003
C 2.408 -0.298 -1.163  0.000
N 1.189 -0.460 -1.772  0.008
H -3.825 -1.050 -5.109  0.000
H -1.945 -2.327 -6.286  -0.001
H 0.205 -2.501 -5.083  0.002
H -3.364 0.111 -3.067  0.013
H 2.132 -1.192 -4.897  0.000
H 4.466 -0.960 -3.739  0.000
H 5.667 -0.638 -1.756  0.000
H 5.796 0.242 0.682  0.000
H 3.685 0.867 1.775  0.000
H 1.545 0.552 0.639  0.004
Ge -1.910 1.600 2.001  0.002
C -1.074 3.299 2.681  0.001
C 0.304 3.507 2.644  0.000
C 0.901 4.704 3.063  -0.001
C -0.016 5.760 3.489  0.000
C -1.362 5.577 3.382  0.000
C -1.906 4.376 2.946  0.000
C -2.791 0.684 3.470  0.000
C -3.701 -0.324 3.175  0.000
C -4.147 -1.188 4.212  0.000
C -3.724 -0.948 5.520  0.000
C -2.814 0.111 5.830  0.000
C -2.318 0.875 4.801  0.000
H -2.584 1.536 0.639  -0.001
H 0.947 2.631 2.385  0.000
H 1.963 4.816 3.272  0.000
H 0.476 6.587 4.034  0.000
H -2.062 6.313 3.694  0.000
H -3.000 4.261 2.853  0.000
H -3.987 -0.528 2.185  0.000
H -4.814 -2.043 3.954  0.000
H -4.070 -1.627 6.290  0.000
H -2.563 0.347 6.860  0.000
H -1.482 1.505 5.021  0.000
S -0.242 2.718 -0.853  0.047
C -0.713 3.552 -2.287  -0.006
N -0.974 4.901 -2.212  0.004
C -1.436 5.734 -3.320  0.000
C -0.986 5.109 -4.672  0.000
C -1.346 3.629 -4.721  0.000
N -0.851 2.951 -3.471  -0.002
H -0.924 5.253 -1.271  0.001
H -1.097 6.811 -3.171  0.000
H -2.522 5.761 -3.257  0.000
H 0.029 5.292 -4.797  0.000
H -1.481 5.647 -5.480  0.000
H -0.928 2.997 -5.540  0.000
H -2.387 3.459 -4.896  0.000
H -0.817 1.956 -3.404  0.014

Values from the calculation:
HOMO level (alpha / beta) (eV): -10.25 / -10.24
Multiplicity: 2
Total energy (eV): -241332.4145
HOMO-LUMO gap (alpha / beta) (eV): 7.6 / 6.7
Charge: +1

# 3
The following is a quantum chemistry calculation of a 14-piece molecular cluster, C44H126N18O14 overall, from the OMol25 dataset.

Each line ends with the Mulliken charge.
CARTESIAN COORDINATES (ANGSTROEM)
C -0.536 5.179 3.031  0.496
O -1.545 5.842 2.953  -0.747
N -0.295 4.377 2.049  1.052
N 0.289 5.290 4.149  -0.494
H -1.003 4.162 1.364  -0.026
H 0.462 3.741 2.138  -0.764
H 0.736 4.473 4.505  0.173
H -0.235 5.889 4.794  0.295
C -3.708 -2.239 2.542  0.695
O -3.185 -2.275 3.645  -0.763
N -4.990 -2.017 2.427  -0.295
N -2.974 -2.380 1.459  0.154
H -5.487 -1.797 3.264  0.274
H -5.456 -1.754 1.569  0.158
H -2.024 -2.112 1.641  -0.316
H -3.402 -2.086 0.567  0.092
C -0.594 -2.260 -4.369  0.622
O -1.082 -3.306 -3.906  -0.900
N -0.914 -1.975 -5.645  -0.350
N 0.212 -1.496 -3.625  0.775
H -1.434 -2.703 -6.076  0.244
H -0.594 -1.200 -6.192  0.166
H 0.462 -1.876 -2.731  -0.586
H 0.910 -0.905 -4.098  0.154
C -4.453 -2.427 -2.060  0.426
O -4.654 -1.776 -1.049  -0.615
N -3.219 -2.479 -2.466  0.266
N -5.420 -3.138 -2.623  -0.428
H -2.719 -1.733 -2.025  -0.357
H -2.800 -2.977 -3.248  0.114
H -6.214 -3.171 -2.011  0.278
H -5.232 -3.799 -3.363  0.178
C 0.758 -4.819 4.093  -1.452
C -0.747 -4.867 3.638  1.680
C -0.859 -6.143 2.768  -1.092
O -0.304 -5.910 1.510  -0.091
C -0.393 -7.104 0.749  -0.860
N -1.554 -5.151 4.770  -0.679
H 1.044 -3.914 4.622  0.286
H 1.307 -4.839 3.173  0.326
H 1.015 -5.689 4.702  0.399
H -1.084 -3.953 3.091  -0.700
H -1.899 -6.434 2.637  0.483
H -0.255 -6.916 3.239  0.268
H 0.451 -7.783 0.930  0.317
H -0.334 -6.852 -0.306  0.181
H -1.377 -7.516 0.927  0.385
H -2.512 -5.235 4.441  0.280
H -1.627 -4.427 5.471  0.295
C 6.613 0.317 -0.123  0.291
C 6.824 -1.227 -0.056  0.194
C 5.480 -1.913 0.095  -0.231
O 5.049 -1.797 1.389  -0.475
C 3.635 -1.978 1.486  -0.308
N 7.540 -1.796 -1.216  -0.684
H 6.324 0.607 -1.130  -0.470
H 7.593 0.728 0.097  0.495
H 5.793 0.597 0.535  -0.574
H 7.313 -1.483 0.906  0.365
H 5.558 -2.957 -0.242  0.317
H 4.832 -1.502 -0.704  -0.146
H 3.329 -2.957 1.032  0.289
H 3.028 -1.251 0.976  0.042
H 3.372 -1.941 2.551  0.335
H 7.034 -1.573 -2.063  0.218
H 8.478 -1.377 -1.250  0.294
C 0.416 8.105 1.070  -1.390
C 1.542 7.360 0.371  0.578
C 1.008 6.539 -0.821  -0.650
O 2.019 5.667 -1.197  -0.240
C 1.979 5.346 -2.523  -0.837
N 2.527 8.375 0.019  -0.684
H -0.315 7.440 1.530  0.278
H -0.133 8.780 0.425  0.357
H 0.862 8.686 1.877  0.374
H 2.047 6.653 1.039  0.102
H 0.813 7.242 -1.639  0.413
H 0.098 5.959 -0.556  0.220
H 1.040 4.879 -2.844  0.314
H 2.890 4.812 -2.774  0.199
H 1.987 6.226 -3.159  0.423
H 2.188 8.932 -0.774  0.270
H 3.417 7.943 -0.202  0.257
C -5.908 -0.157 -5.912  -1.529
C -5.845 0.831 -4.743  0.698
C -4.342 1.027 -4.467  -0.493
O -4.230 1.794 -3.312  -0.305
C -2.797 1.920 -2.954  -0.435
N -6.439 2.114 -5.144  -0.820
H -6.923 -0.530 -6.057  0.408
H -5.216 -0.994 -5.738  0.279
H -5.702 0.247 -6.894  0.398
H -6.406 0.468 -3.882  0.263
H -3.826 1.536 -5.278  0.418
H -3.946 0.015 -4.322  -0.040
H -2.447 0.947 -2.593  0.129
H -2.772 2.605 -2.097  0.124
H -2.209 2.249 -3.817  0.403
H -6.298 2.795 -4.412  0.272
H -7.451 2.027 -5.247  0.260
C 1.795 1.100 3.716  -0.247
C 2.745 2.258 3.356  0.610
C 4.172 1.735 3.518  -0.412
O 5.089 2.772 3.338  -0.365
C 6.460 2.290 3.216  -0.296
N 2.406 2.744 2.033  -0.267
H 0.760 1.476 3.797  -0.320
H 2.080 0.605 4.656  0.570
H 1.802 0.372 2.897  -0.431
H 2.548 3.068 4.068  0.124
H 4.405 0.966 2.761  -0.178
H 4.239 1.291 4.520  0.414
H 6.742 1.659 4.080  0.293
H 7.101 3.156 3.121  0.265
H 6.432 1.693 2.318  -0.067
H 2.958 2.245 1.287  0.019
H 2.749 3.710 2.010  0.295
C 3.594 -5.449 -1.686  -1.997
C 2.679 -4.680 -2.558  2.550
C 3.038 -4.888 -4.056  -1.115
O 4.305 -4.404 -4.321  -0.234
C 4.702 -4.649 -5.628  -0.927
N 1.316 -5.278 -2.446  -0.568
H 4.645 -5.177 -1.743  0.347
H 3.508 -6.539 -1.827  0.361
H 3.200 -5.347 -0.693  0.468
H 2.781 -3.614 -2.286  -0.865
H 2.273 -4.385 -4.659  0.304
H 2.863 -5.967 -4.227  0.558
H 5.730 -4.295 -5.799  0.224
H 4.063 -4.093 -6.322  0.325
H 4.626 -5.725 -5.774  0.365
H 0.512 -4.740 -2.727  0.171
H 1.093 -5.610 -1.515  0.018
C 3.781 -1.543 -4.002  -0.885
C 3.223 -0.096 -3.752  1.155
C 4.298 1.021 -3.565  -0.301
O 5.381 0.940 -4.465  -0.404
C 6.390 1.871 -4.102  -0.626
N 2.192 0.252 -4.789  -0.581
H 4.361 -1.710 -4.900  0.398
H 2.970 -2.249 -4.036  -0.149
H 4.532 -1.796 -3.255  0.408
H 2.709 -0.133 -2.774  -0.843
H 4.642 0.962 -2.515  -0.023
H 3.821 1.988 -3.702  0.350
H 5.935 2.858 -3.972  0.288
H 7.175 1.917 -4.853  0.290
H 6.927 1.548 -3.220  0.182
H 2.017 1.249 -4.744  0.239
H 2.529 0.045 -5.704  0.243
C -2.318 2.292 4.754  -1.767
C -2.433 0.775 4.941  2.420
C -2.115 0.321 6.369  -0.962
O -0.745 0.312 6.591  -0.379
C -0.190 -1.004 6.458  -0.711
N -3.790 0.407 4.577  -0.763
H -2.250 2.691 3.712  -0.130
H -1.418 2.639 5.265  0.334
H -3.237 2.667 5.187  0.606
H -1.616 0.390 4.284  -0.724
H -2.558 -0.652 6.583  0.339
H -2.503 1.145 6.974  0.377
H 0.881 -0.859 6.621  0.278
H -0.433 -1.501 5.520  0.176
H -0.567 -1.679 7.240  0.443
H -4.110 0.950 3.760  0.198
H -3.761 -0.608 4.362  0.162
C -1.278 1.002 1.175  0.358
C 0.008 0.988 0.384  2.229
C 0.105 -0.376 -0.262  1.072
O 0.253 -1.438 0.730  0.059
C 0.346 -2.740 0.080  -0.199
N 0.009 2.111 -0.613  -0.208
H -1.354 0.157 1.875  -0.349
H -2.200 1.089 0.648  0.332
H -1.214 1.807 1.898  -0.568
H 0.885 1.194 0.981  -0.948
H 0.944 -0.398 -0.988  -1.209
H -0.796 -0.587 -0.810  -0.493
H -0.505 -3.001 -0.574  0.167
H 0.465 -3.609 0.717  0.152
H 1.182 -2.585 -0.590  -0.072
H 0.529 2.927 -0.292  0.134
H -0.926 2.343 -0.882  -0.077
C -5.173 1.683 0.304  -0.353
C -5.926 2.603 1.191  0.174
C -7.184 1.921 1.765  -0.893
O -8.046 1.567 0.736  -0.279
C -9.337 1.242 1.308  -0.814
N -5.120 2.876 2.343  -0.298
H -4.941 0.713 0.784  -0.239
H -4.261 2.194 0.050  0.010
H -5.604 1.472 -0.686  0.365
H -6.300 3.514 0.668  0.267
H -7.772 2.597 2.364  0.478
H -6.837 1.019 2.298  0.302
H -9.212 0.512 2.123  0.332
H -9.919 0.791 0.521  0.254
H -9.793 2.096 1.828  0.306
H -4.469 3.616 2.156  0.191
H -5.639 3.135 3.174  0.216

Values from the calculation:
HOMO level (eV): -8.26
Total energy (eV): -103156.0239
HOMO-LUMO gap (eV): 8.4
Charge: 0

# 4
The following is a quantum chemistry calculation of one molecule with the formula C9H16N2O4, from the OMol25 dataset.

Each line ends with the natural charge from an NBO analysis.
CARTESIAN COORDINATES (ANGSTROEM)
C -1.448 1.097 3.502  -0.655
C -0.711 1.914 2.482  0.119
O 0.697 1.797 2.663  -0.707
C -0.955 1.463 0.951  -0.140
N -2.298 1.424 0.379  -0.827
C -0.167 0.183 0.583  0.695
O -0.138 -0.823 1.285  -0.655
N 0.174 0.084 -0.729  -0.459
C 0.519 1.051 -1.666  -0.219
C 0.566 0.261 -3.033  -0.415
C -0.375 -0.869 -2.720  -0.414
C -0.083 -1.264 -1.297  -0.140
C 1.218 -2.162 -1.060  0.784
O 1.834 -2.410 -2.044  -0.590
O 1.646 -2.432 0.124  -0.662
H -0.906 1.172 4.423  0.223
H -2.449 1.390 3.690  0.216
H -1.358 0.072 3.232  0.231
H -0.945 2.994 2.392  0.175
H 0.932 0.968 2.278  0.467
H -0.380 2.343 0.500  0.173
H -2.276 1.187 -0.639  0.367
H -2.704 2.310 0.500  0.365
H -0.236 1.933 -1.732  0.188
H 1.480 1.530 -1.461  0.214
H 0.245 0.848 -4.007  0.222
H 1.538 -0.119 -3.356  0.239
H -0.333 -1.682 -3.466  0.252
H -1.503 -0.481 -2.690  0.196
H -0.953 -1.748 -0.741  0.232
H 1.008 -2.354 0.842  0.526

Values from the calculation:
HOMO level (eV): -9.43
Total energy (eV): -20761.7667
HOMO-LUMO gap (eV): 9.9
Charge: 0

# 5
The following is a quantum chemistry calculation of a 3-piece molecular cluster, C26H60BrN9O4P3 overall, from the OMol25 dataset.

Each line ends with the Mulliken charge.
CARTESIAN COORDINATES (ANGSTROEM)
C 4.609 2.274 4.002  -0.311
C 5.340 2.500 2.918  -0.223
C 6.004 2.705 1.440  -0.460
C 5.985 1.224 0.758  0.270
C 7.219 0.274 0.605  -0.224
P 9.039 0.595 1.121  0.822
N 9.194 0.183 2.652  -0.697
O 9.448 2.272 0.882  -0.522
O 10.074 -0.286 0.051  -0.495
N 6.626 -0.922 -0.054  0.118
C 5.208 -0.685 -0.262  -0.231
C 4.319 -1.837 -0.953  -0.525
C 3.879 -2.876 0.251  -0.234
C 2.390 -3.483 -0.043  -0.928
Br 5.224 -4.300 0.598  -0.116
N 4.736 0.621 0.193  0.614
C 3.409 1.314 0.154  0.294
C 2.117 0.361 0.253  -0.980
C 3.351 2.367 -1.110  -0.728
C 4.064 1.818 -2.449  -0.317
C 3.124 0.856 -3.372  -0.893
H 3.854 1.803 4.748  0.338
H 5.356 3.470 0.879  0.121
H 7.062 3.143 1.539  0.469
H 9.487 1.025 3.205  0.273
H 8.884 2.624 0.141  0.358
H 9.977 0.188 -0.828  0.348
H 7.163 -1.760 -0.330  0.348
H 4.969 -2.430 -1.716  0.528
H 3.377 -1.404 -1.462  -0.007
H 3.767 -2.272 1.245  0.479
H 1.852 -3.612 0.982  0.270
H 1.776 -2.752 -0.696  0.261
H 2.443 -4.481 -0.626  0.456
H 3.376 2.002 1.099  0.277
H 1.346 0.909 0.930  0.475
H 2.307 -0.661 0.745  -0.072
H 1.586 0.178 -0.760  -0.022
H 2.289 2.772 -1.300  0.364
H 3.983 3.283 -0.748  0.245
H 4.284 2.758 -3.108  0.414
H 5.079 1.304 -2.291  0.172
H 3.775 -0.030 -3.704  0.208
H 2.215 0.435 -2.802  0.194
H 2.716 1.501 -4.235  0.336
O -2.231 -1.656 0.395  -0.835
P -2.355 -3.116 0.878  0.639
N -4.058 -3.181 0.777  0.485
C -4.958 -2.359 1.562  -1.085
C -4.540 -3.293 -0.602  -1.270
N -1.702 -2.804 2.436  0.235
C -2.475 -2.355 3.579  -1.011
C -0.448 -2.047 2.404  -1.009
N -2.468 -4.803 1.414  -0.001
C -3.530 -5.461 2.146  -0.853
C -1.224 -5.559 1.386  -1.166
H -6.001 -2.656 1.394  0.481
H -4.854 -1.298 1.335  0.246
H -4.819 -2.512 2.629  0.341
H -4.312 -4.292 -0.991  0.276
H -4.066 -2.556 -1.258  0.319
H -5.623 -3.164 -0.687  0.433
H -2.971 -1.397 3.388  0.335
H -1.841 -2.231 4.463  0.372
H -3.217 -3.095 3.879  0.214
H -0.624 -0.973 2.295  0.369
H 0.179 -2.373 1.568  -0.153
H 0.133 -2.214 3.317  0.560
H -3.864 -4.891 3.013  0.246
H -3.220 -6.441 2.525  0.410
H -4.392 -5.649 1.500  0.230
H -0.729 -5.544 2.363  0.337
H -0.531 -5.138 0.650  0.303
H -1.395 -6.601 1.092  0.468
O -3.172 3.848 -0.171  -0.869
P -3.798 3.380 -1.500  0.671
N -5.110 4.472 -1.457  0.263
C -6.143 4.473 -0.440  -1.079
C -4.716 5.845 -1.786  -1.135
N -4.118 1.781 -0.955  0.348
C -5.316 1.375 -0.250  -0.637
C -2.966 1.139 -0.306  -0.798
N -4.475 2.848 -3.051  0.086
C -5.855 2.831 -3.488  -0.852
C -3.589 2.052 -3.887  -1.113
H -6.929 5.200 -0.685  0.382
H -5.750 4.703 0.551  0.329
H -6.676 3.527 -0.402  0.336
H -4.478 5.912 -2.854  0.308
H -3.833 6.159 -1.220  0.300
H -5.509 6.573 -1.595  0.372
H -5.445 1.922 0.691  0.405
H -5.295 0.307 -0.011  -0.124
H -6.208 1.498 -0.865  0.118
H -2.866 1.444 0.739  0.292
H -2.037 1.400 -0.824  0.324
H -3.050 0.049 -0.344  0.107
H -6.530 2.399 -2.748  0.248
H -5.988 2.244 -4.404  0.400
H -6.203 3.840 -3.726  0.237
H -3.755 0.980 -3.733  0.327
H -2.541 2.267 -3.656  0.326
H -3.728 2.281 -4.950  0.439

Values from the calculation:
HOMO level (eV): -9.03
Total energy (eV): -147424.8810
HOMO-LUMO gap (eV): 5.7
Charge: +1